1.
The following is a DFT calculation (the ωB97M-V functional and the def2-TZVPD basis) of a 10-piece molecular cluster, C9H36ClN18O13 overall in a non-equilibrium geometry.

Computed properties:
Frontier orbital gap ... 9.17 eV
Net charge ... -1
Multiplicity ... 1
Energy above the lowest of the compared OMol25 structures with the same formula, charge and spin ... 676.2 kJ/mol
Maximum force ... 10.38 eV/Å
Energy ... -2788.4525 hartree

The geometry in XYZ format:
```
77
C9H36ClN18O13 | the Open Molecules 2025 dataset | the ωB97M-V functional and the def2-TZVPD basis
Cl -0.472 -0.713 0.009
O -0.974 0.590 -0.195
O 0.872 -0.802 -0.664
O -0.221 -0.898 1.435
O -1.218 -1.809 -0.610
C 2.362 2.234 1.221
O 3.438 2.703 1.007
N 1.286 2.896 1.413
N 2.232 0.998 1.508
H 0.432 2.359 1.463
H 1.194 3.737 0.863
H 3.146 0.586 1.387
H 1.370 0.568 1.204
C 4.867 -0.450 -1.882
O 4.822 0.044 -2.994
N 5.746 -1.294 -1.499
N 3.999 -0.204 -0.904
H 6.393 -1.546 -2.232
H 5.851 -1.419 -0.502
H 3.977 -0.750 -0.055
H 3.159 0.290 -1.170
C -0.532 -3.418 -4.073
O -0.231 -4.146 -4.965
N -1.365 -3.855 -3.159
N -0.170 -2.176 -3.879
H -1.741 -4.792 -3.182
H -1.535 -3.369 -2.290
H -0.450 -1.782 -2.993
H 0.091 -1.661 -4.708
C -4.815 -0.198 -2.243
O -4.781 0.477 -1.216
N -4.127 -1.286 -2.477
N -5.271 0.064 -3.437
H -3.357 -1.600 -1.904
H -4.207 -1.620 -3.426
H -5.287 1.038 -3.703
H -5.309 -0.698 -4.099
C 0.332 3.919 -2.904
O -0.739 4.385 -2.617
N 0.642 2.639 -2.959
N 1.431 4.580 -2.816
H -0.037 1.966 -2.633
H 1.631 2.453 -3.047
H 2.348 4.179 -2.953
H 1.242 5.568 -2.731
C 2.858 -3.803 1.791
O 2.205 -4.794 1.445
N 2.587 -2.565 1.749
N 3.899 -3.985 2.558
H 1.776 -2.246 1.240
H 3.027 -1.814 2.263
H 4.275 -4.916 2.443
H 4.458 -3.190 2.834
C -2.968 4.355 0.265
O -2.957 5.554 0.281
N -1.894 3.659 0.592
N -3.780 3.595 -0.241
H -1.959 2.655 0.504
H -1.088 4.221 0.826
H -4.630 3.945 -0.659
H -3.572 2.607 -0.257
C 1.699 0.252 5.129
O 1.871 0.432 6.279
N 1.301 -0.912 4.632
N 1.668 1.235 4.233
H 1.119 -1.551 5.393
H 1.249 -1.109 3.642
H 1.990 2.074 4.694
H 1.672 1.174 3.224
C -4.265 -1.522 2.924
O -5.272 -1.543 3.605
N -4.274 -1.075 1.742
N -3.107 -2.054 3.219
H -5.101 -0.632 1.367
H -3.454 -1.217 1.169
H -2.243 -1.938 2.709
H -3.113 -2.678 4.014
```

Results of the Löwdin charge analysis, in e, for atoms 1 through 6: atom 1 (Cl): 0.68, atom 2 (O): -0.32, atom 3 (O): -0.39, atom 4 (O): -0.37, atom 5 (O): -0.35, atom 6 (C): -0.86

2.
The following is a DFT calculation (the ωB97M-V functional and the def2-TZVPD basis) of C9H36Fe2O21S3 as an isolated structure in a non-equilibrium geometry.

Computed properties:
Frontier orbital gap (alpha / beta) ... 7.52 / 5.87 eV
Multiplicity ... 11
Energy above the lowest of the compared OMol25 structures with the same formula, charge and spin ... 0.0 kJ/mol
Expectation value of S² ... 30.02
Maximum force ... 2.42 eV/Å
Energy ... -5666.4649 hartree

The geometry in XYZ format:
```
71
C9H36Fe2O21S3 | the Open Molecules 2025 dataset | the ωB97M-V functional and the def2-TZVPD basis
Fe -1.733 2.861 0.184
Fe 1.365 0.598 2.771
S 0.116 0.074 0.449
O -0.167 -0.306 1.898
O -0.643 1.218 0.001
O 1.511 0.540 0.773
O 0.101 -1.067 -0.420
S -1.559 3.615 -2.366
O -0.614 3.731 -1.163
O -2.577 2.768 -1.590
O -2.234 4.812 -2.774
O -0.898 2.934 -3.456
S -0.656 3.202 2.650
O 0.329 2.128 3.065
O -0.275 3.732 1.296
O -1.951 2.567 2.205
O -0.718 4.179 3.679
C 3.583 0.822 -2.811
O 4.890 0.251 -2.675
H 3.468 1.549 -2.016
H 3.352 1.252 -3.787
H 2.851 0.034 -2.629
H 4.862 -0.659 -2.985
C -0.388 -1.596 4.403
O 0.348 -0.350 4.406
H -1.387 -1.429 4.798
H -0.430 -1.981 3.393
H 0.108 -2.321 5.052
H 0.150 0.058 5.256
C 2.916 2.984 1.407
O 3.121 1.801 2.244
H 3.748 3.022 0.707
H 2.028 2.837 0.801
H 2.765 3.886 1.993
H 3.841 2.045 2.836
C -4.936 2.036 0.115
O -3.595 1.606 0.391
H -5.661 1.645 0.824
H -5.000 3.124 0.140
H -5.173 1.743 -0.908
H -3.633 0.876 1.016
C 2.411 -2.354 2.359
O 2.644 -0.985 2.759
H 2.856 -3.068 3.048
H 1.352 -2.534 2.214
H 2.870 -2.510 1.379
H 3.599 -0.876 2.831
C 0.458 -0.117 -4.165
O 0.561 1.100 -4.902
H 0.225 0.201 -3.144
H -0.369 -0.722 -4.538
H 1.440 -0.581 -4.219
H 0.029 1.776 -4.440
C 1.247 -3.820 -2.034
O 1.906 -2.973 -1.107
H 1.578 -3.623 -3.055
H 1.401 -4.866 -1.767
H 0.167 -3.630 -2.014
H 1.313 -2.265 -0.835
C -1.890 -4.222 0.922
O -1.608 -2.865 1.179
H -2.285 -4.395 -0.081
H -0.997 -4.857 1.032
H -2.568 -4.606 1.683
H -0.868 -2.578 0.635
C -3.033 -0.757 -2.353
O -2.295 -1.867 -1.868
H -2.417 0.063 -2.736
H -3.687 -1.096 -3.152
H -3.618 -0.258 -1.568
H -1.648 -1.535 -1.235
```

Results of the Löwdin charge analysis, in e, for atoms 1 through 6: atom 1 (Fe): 1.08, atom 2 (Fe): 1.11, atom 3 (S): 0.45, atom 4 (O): -0.35, atom 5 (O): -0.28, atom 6 (O): -0.33

3.
The following is a DFT calculation (the ωB97M-V functional and the def2-TZVPD basis) of a 9-piece molecular cluster, C9H36N12O9 overall in a non-equilibrium geometry.

Computed properties:
Frontier orbital gap ... 9.60 eV
Multiplicity ... 1
Energy above the lowest of the compared OMol25 structures with the same formula, charge and spin ... 0.0 kJ/mol
Structure (SMILES) ... NC(N)=O.NC(N)=O.NC(N)=O.NC(N)=O.NC(N)=O.NC(N)=O.CO.CO.CO
Maximum force ... 1.01 eV/Å
Energy ... -1699.0001 hartree

The geometry in XYZ format:
```
66
C9H36N12O9 | the Open Molecules 2025 dataset | the ωB97M-V functional and the def2-TZVPD basis
N -8.888 -17.371 -12.825
C -7.791 -16.702 -13.290
N -8.034 -15.501 -13.899
O -6.650 -17.127 -13.155
H -9.799 -16.956 -12.888
H -8.710 -18.192 -12.280
H -8.973 -15.244 -14.146
H -7.222 -15.052 -14.282
N -6.431 -14.564 -18.745
C -6.394 -14.196 -17.421
N -5.943 -15.148 -16.570
O -6.746 -13.072 -17.069
H -5.811 -15.287 -19.060
H -6.762 -13.856 -19.372
H -5.937 -16.100 -16.888
H -5.855 -14.940 -15.588
N -5.007 -14.563 -11.810
C -4.573 -13.887 -12.913
N -3.512 -13.063 -12.759
O -5.174 -14.047 -13.985
H -5.677 -15.280 -12.045
H -4.448 -14.651 -10.982
H -3.195 -12.952 -11.812
H -3.137 -12.444 -13.476
N -6.337 -8.583 -14.842
C -6.608 -7.429 -15.555
N -5.829 -6.356 -15.239
O -7.430 -7.411 -16.460
H -6.947 -9.379 -14.998
H -6.033 -8.438 -13.892
H -5.098 -6.496 -14.568
H -6.024 -5.514 -15.745
N -3.047 -10.118 -16.501
C -3.150 -11.229 -15.713
N -4.281 -11.935 -15.970
O -2.300 -11.523 -14.869
H -3.790 -9.946 -17.159
H -2.198 -9.587 -16.480
H -4.500 -12.780 -15.463
H -5.013 -11.449 -16.464
N -10.271 -10.047 -14.455
C -11.472 -10.695 -14.386
N -12.458 -10.044 -13.684
O -11.657 -11.791 -14.893
H -10.151 -9.198 -13.937
H -9.540 -10.557 -14.935
H -12.207 -9.263 -13.105
H -13.352 -10.479 -13.574
C -7.492 -11.690 -13.931
O -7.665 -11.137 -15.239
H -7.377 -12.774 -13.978
H -6.627 -11.278 -13.409
H -8.421 -11.520 -13.383
H -7.343 -11.809 -15.867
C -8.621 -9.365 -11.095
O -10.011 -9.034 -10.926
H -8.311 -9.083 -12.102
H -8.078 -8.851 -10.302
H -8.527 -10.442 -10.995
H -10.131 -8.118 -11.187
C -6.581 -10.015 -18.760
O -5.850 -9.857 -17.537
H -7.644 -9.893 -18.566
H -6.201 -9.313 -19.502
H -6.386 -11.029 -19.104
H -6.219 -9.121 -17.041
```

Results of the Löwdin charge analysis, in e, for atoms 1 through 6: atom 1 (N): 0.15, atom 2 (C): -0.68, atom 3 (N): 0.17, atom 4 (O): 0.01, atom 5 (H): 0.09, atom 6 (H): 0.10

4.
The following is a DFT calculation (the ωB97M-V functional and the def2-TZVPD basis) of a 9-piece molecular cluster, C9H36O9 overall in a non-equilibrium geometry.

Computed properties:
Frontier orbital gap ... 9.87 eV
Multiplicity ... 1
Energy above the lowest of the compared OMol25 structures with the same formula, charge and spin ... 523.2 kJ/mol
Structure (SMILES) ... CO.CO.CO.CO.CO.CO.CO.CO.CO
Maximum force ... 1.23 eV/Å
Energy ... -1041.4715 hartree

The geometry in XYZ format:
```
54
C9H36O9 | the Open Molecules 2025 dataset | the ωB97M-V functional and the def2-TZVPD basis
C -3.563 0.912 1.243
O -4.996 0.858 1.209
H -3.238 1.944 1.067
H -3.188 0.508 2.178
H -3.146 0.325 0.416
H -5.257 1.272 0.381
C -0.494 -2.139 -3.496
O -0.173 -2.610 -2.174
H -1.568 -2.044 -3.634
H 0.017 -1.183 -3.615
H -0.019 -2.801 -4.225
H -0.624 -3.453 -2.057
C -0.112 0.549 0.021
O -0.760 -0.736 -0.038
H 0.688 0.579 -0.720
H -0.853 1.322 -0.188
H 0.296 0.671 1.022
H -0.672 -1.043 -0.952
C -0.231 4.718 1.529
O 1.024 5.269 1.915
H -0.805 4.331 2.380
H -0.840 5.499 1.079
H -0.071 3.892 0.828
H 1.515 4.567 2.355
C 3.903 0.490 2.078
O 4.095 1.879 2.387
H 4.171 -0.173 2.907
H 2.866 0.316 1.797
H 4.516 0.276 1.198
H 5.041 2.037 2.333
C 2.934 -0.645 -2.228
O 3.994 -0.176 -1.420
H 2.214 -1.234 -1.653
H 2.456 0.218 -2.707
H 3.202 -1.330 -3.042
H 4.829 -0.343 -1.862
C 2.064 -2.615 0.902
O 2.738 -3.363 1.903
H 2.639 -1.703 0.697
H 2.135 -3.098 -0.077
H 1.013 -2.426 1.116
H 2.684 -2.835 2.706
C -2.692 -2.706 2.075
O -1.605 -1.853 2.411
H -2.911 -3.333 2.940
H -3.591 -2.085 1.967
H -2.515 -3.306 1.186
H -1.205 -1.550 1.577
C -2.930 1.204 -2.525
O -1.977 2.244 -2.508
H -3.674 1.452 -1.768
H -3.537 1.132 -3.435
H -2.488 0.229 -2.311
H -1.299 2.088 -3.170
```

Results of the Löwdin charge analysis, in e, for atoms 1 through 6: atom 1 (C): -0.16, atom 2 (O): -0.12, atom 3 (H): 0.08, atom 4 (H): 0.08, atom 5 (H): 0.05, atom 6 (H): 0.06